Density functional theory data (ωB97M-V/def2-TZVPD) for a structure of composition C13H2Br2CaCl4F5O2S.

Strongest force on any atom   0.34 eV/Å
Net charge   -1
HOMO energy   -4.106 eV
LUMO   1.734 eV
E   -250649.575 eV
Relative energy (zero: lowest compared OMol25 entry of this formula, charge and spin)   0.281 eV

Geometry as XYZ:
```
30
C13H2Br2CaCl4F5O2S, DFT ωB97M-V/def2-TZVPD
Ca 0.71365 0.07815 -0.58140
F -6.05573 1.25745 -0.83487
C -4.77405 1.38180 -1.20200
C -3.84164 0.42999 -0.83680
F -4.21360 -0.63059 -0.11412
C -2.52816 0.58453 -1.23487
F -1.66740 -0.40513 -0.84383
C -2.05571 1.65516 -1.98851
S -0.39806 1.86583 -2.49950
C -3.03742 2.59147 -2.33532
F -2.70780 3.66136 -3.06463
C -4.36035 2.46545 -1.95750
F -5.25724 3.39120 -2.31954
Br 3.47192 0.16413 -2.12109
C 2.88049 -0.92226 -3.60717
Br 1.20644 -1.82227 -3.28289
H 3.63480 -1.67881 -3.77598
H 2.74770 -0.27215 -4.46139
Cl 2.83654 -0.51206 6.04275
C 2.46996 -0.86762 4.38605
C 2.70332 -2.12930 3.87464
Cl 3.36705 -3.37574 4.88086
C 2.39899 -2.39315 2.53260
Cl 2.68647 -3.97040 1.86627
C 1.86255 -1.42709 1.68177
O 1.57630 -1.67663 0.42674
C 1.62577 -0.10825 2.21348
O 1.13672 0.82046 1.42835
C 1.93603 0.12561 3.55338
Cl 1.64247 1.71888 4.17447
```

Löwdin atomic charge list, values in e, 8 entries: 1.113, 0.108, -0.149, -0.153, 0.118, -0.221, -0.029, -0.597